Entry from OMol25: a molecular structure, C35H52F26Li2NO17S7 (wB97M-V/def2-TZVPD).

Computed properties:
HOMO energy (alpha / beta): -4.3 / -9.8 eV
Multiplicity: 2
LUMO level (alpha / beta): 0.137 / 0.031 eV
F_max: 7.5 eV Å⁻¹
Total charge: 0
⟨S²⟩: 0.751
Electronic energy: -8097.26877 Eh

```
140
C35H52F26Li2NO17S7 wB97M-V/def2-TZVPD
Li -1.752 -1.692 0.737
Li -0.955 -1.451 -1.645
N -0.608 -0.298 -0.058
S 0.765 0.200 0.495
O 0.829 0.540 1.918
O 1.615 0.898 -0.455
F 1.520 -1.182 0.577
S -1.370 1.225 0.123
O -0.705 2.462 -0.080
O -2.377 1.246 1.172
F -2.292 1.217 -1.179
C 4.940 -1.426 -3.600
C 4.530 -2.829 -4.279
C 3.038 -3.039 -4.148
S 2.239 -1.384 -3.891
O 1.297 -1.334 -2.797
O 1.802 -0.817 -5.148
C 3.716 -0.454 -3.345
H 5.718 -0.940 -4.189
H 5.479 -1.519 -2.657
H 5.148 -3.584 -3.793
H 4.627 -2.837 -5.364
H 2.605 -3.651 -3.356
H 2.532 -3.535 -4.976
H 3.611 -0.284 -2.274
H 3.669 0.470 -3.922
C 1.299 -1.086 5.141
C 1.709 -2.577 5.396
C 1.138 -3.389 4.199
S -0.463 -2.659 3.697
O -1.506 -3.528 4.097
O -0.440 -2.094 2.375
C -0.156 -1.231 4.944
H 1.694 -0.672 4.213
H 1.393 -0.381 5.967
H 1.195 -3.101 6.202
H 2.783 -2.749 5.339
H 1.035 -4.456 4.397
H 1.820 -3.322 3.351
H -0.600 -1.499 5.903
H -0.513 -0.284 4.542
C -7.933 0.271 -3.991
C -7.154 1.498 -4.674
C -6.098 2.026 -3.634
S -6.351 1.002 -2.062
O -7.482 1.607 -1.363
O -5.082 0.541 -1.405
C -7.153 -0.463 -2.934
H -8.373 -0.243 -4.846
H -8.718 0.816 -3.467
H -7.820 2.265 -5.070
H -6.701 1.315 -5.648
H -6.161 3.084 -3.378
H -5.083 1.827 -3.978
H -7.603 -1.076 -2.154
H -6.445 -1.076 -3.492
C -6.633 -2.574 2.838
C -6.161 -1.843 1.618
C -5.242 -0.611 2.109
S -4.077 -1.627 3.149
O -3.542 -0.889 4.320
O -3.239 -2.283 2.168
C -5.501 -2.736 3.780
H -6.936 -3.603 2.645
H -7.348 -1.996 3.423
H -7.061 -1.419 1.173
H -5.598 -2.436 0.896
H -5.776 0.021 2.819
H -4.544 0.040 1.584
H -5.895 -2.384 4.734
H -4.986 -3.696 3.794
C 1.419 5.089 -3.445
C 1.479 4.028 -2.404
C 0.372 2.981 -2.751
S 0.247 3.041 -4.500
O -1.016 3.618 -5.004
O 0.722 1.853 -5.098
C 1.365 4.395 -4.801
H 2.129 5.916 -3.458
H 0.516 5.671 -3.258
H 1.485 4.570 -1.459
H 2.445 3.522 -2.392
H -0.632 3.343 -2.530
H 0.574 1.963 -2.420
H 1.053 5.026 -5.633
H 2.365 4.036 -5.046
C 4.688 1.128 3.157
C 5.395 -0.015 3.908
C 4.978 -1.423 3.318
F 5.287 -2.469 4.041
F 3.720 -1.534 2.943
F 6.718 0.145 3.973
F 4.998 -0.107 5.100
O 4.988 1.069 1.803
C 5.336 2.230 1.052
C 4.298 3.380 0.868
F 3.782 3.947 1.871
F 4.712 4.333 0.068
F 6.466 2.694 1.554
F 5.564 1.754 -0.203
H 5.016 2.057 3.623
H 3.659 1.176 3.514
H 5.566 -1.523 2.405
H 3.438 2.981 0.331
C -5.166 3.509 0.179
C -6.067 3.751 1.446
C -5.298 3.514 2.673
F -4.654 2.399 2.787
F -4.497 4.574 2.911
F -6.554 4.905 1.448
F -7.147 3.037 1.074
O -4.074 4.277 0.280
C -3.521 4.760 -0.881
C -2.201 5.522 -0.653
F -1.732 6.131 -1.806
F -2.329 6.536 0.323
F -3.206 3.761 -1.645
F -4.499 5.506 -1.398
H -5.808 3.498 -0.702
H -4.798 2.485 0.256
H -5.921 3.582 3.565
H -1.452 4.776 -0.388
C 5.104 -5.321 0.136
C 4.167 -4.418 -0.666
C 2.873 -4.401 0.236
F 2.357 -5.587 0.626
F 3.114 -3.691 1.328
F 4.491 -3.148 -0.924
F 3.966 -4.910 -1.842
O 6.493 -5.628 -0.305
C 7.349 -4.516 -0.551
C 8.731 -4.788 0.232
F 9.647 -3.747 -0.019
F 8.702 -5.007 1.546
F 7.410 -4.399 -1.886
F 6.936 -3.368 -0.148
H 4.772 -6.319 0.425
H 5.137 -4.933 1.154
H 2.070 -3.876 -0.282
H 9.157 -5.673 -0.239
```